1.
C3H4S2 in the gas phase, computed with ωB97M-V with the def2-TZVPD basis set.

Computed properties:
spin multiplicity	3
relative energy (zero: lowest compared OMol25 entry of this formula, charge and spin)	20.8	kJ/mol
HOMO-LUMO gap (spin up / spin down)	7.7 / 6.3	eV
LUMO energy (spin up / spin down)	0.86 / -2.49	eV
expectation value of S²	2.0107

```
9
Properties=species:S:1:pos:R:3:forces:R:3:nbo_charge:R:1
C -1.26645 0.13909 0.36767 1.01 1.40 1.53 -0.545
C 1.25300 0.21013 -0.00983 0.36 -0.50 1.31 -0.504
C -0.16768 -0.02118 -0.56897 1.50 0.58 0.68 -0.332
S -2.82895 -0.22563 -0.03150 -1.13 -0.25 -0.21 0.328
S 0.76818 -1.53928 0.03851 0.29 -0.42 -1.02 0.071
H -1.04389 0.35593 1.47587 -0.31 -0.43 -1.86 0.256
H 2.11679 0.38429 -0.68381 -0.99 0.12 0.27 0.236
H 1.48875 0.51684 1.08088 -0.95 0.16 -2.07 0.236
H -0.31977 0.17981 -1.66881 0.21 -0.64 1.37 0.255
```
Forces are in eV/Å.

---

2.
2 unconnected molecules or ions with the total composition C16H25Cl2N3O4, computed with ωB97M-V with the def2-TZVPD basis set.

Computed properties:
SMILES string	COCOC(=O)N(CCCCNC(C)=O)c1ccncc1.ClCCCl
spin multiplicity	1
HOMO-LUMO gap	9.9	eV
LUMO energy	0.53	eV

```
50
Properties=species:S:1:pos:R:3:forces:R:3:nbo_charge:R:1
C 1.45042 -2.13802 1.18729 -0.11 0.08 -0.08 -0.252
O 2.70047 -1.46531 1.24717 0.01 -0.10 -0.04 -0.536
C 3.24277 -1.15941 0.01031 0.23 -0.11 0.08 0.230
O 2.92667 0.17720 -0.41816 -0.48 -0.02 -0.20 -0.577
C 2.71571 1.07700 0.59126 -0.27 -0.45 -0.34 0.937
O 3.60207 1.67240 1.11200 0.50 0.11 0.47 -0.557
N 1.34518 1.23390 0.90112 0.37 0.55 -0.15 -0.522
C 1.12741 1.85301 2.21570 -0.17 -0.17 0.29 -0.210
C -0.11168 1.28441 2.93525 -0.19 0.37 0.06 -0.398
C -1.25267 0.85838 2.01862 0.20 -0.09 -0.20 -0.423
C -2.35390 0.09623 2.73693 -0.19 -0.03 0.05 -0.216
N -3.08133 -0.77998 1.80695 -0.20 0.41 0.38 -0.640
C -3.93574 -0.14662 0.91153 0.09 -0.41 0.01 0.684
C -4.62713 -1.05450 -0.07314 -0.30 0.03 0.13 -0.713
O -4.07094 1.05162 0.88213 0.12 0.45 -0.14 -0.598
C 0.63541 1.81527 -0.21731 -0.33 -0.13 -0.20 0.198
C 0.11442 0.99787 -1.21649 -0.11 0.38 -0.22 -0.264
C -0.55605 1.58843 -2.28862 0.26 -0.07 0.42 0.040
N -0.72935 2.90322 -2.42771 0.04 -0.10 0.11 -0.416
C -0.23362 3.67537 -1.46355 0.16 -0.27 0.23 0.048
C 0.44652 3.19117 -0.34477 -0.10 -0.17 -0.20 -0.285
H 1.08609 -2.22988 2.20767 0.03 -0.02 0.01 0.196
H 1.56573 -3.13096 0.74533 0.02 -0.01 0.03 0.178
H 0.72015 -1.57433 0.60361 -0.02 0.07 0.00 0.176
H 2.87869 -1.82721 -0.77702 0.01 0.21 0.11 0.170
H 4.32619 -1.24826 0.09677 0.02 0.15 0.06 0.170
H 1.07262 2.94149 2.17358 -0.02 -0.01 -0.17 0.185
H 2.00883 1.62613 2.81034 0.00 0.06 -0.02 0.234
H -0.47777 2.07427 3.59966 0.04 -0.08 0.10 0.207
H 0.17769 0.45796 3.59005 0.06 -0.12 -0.18 0.196
H -0.85761 0.19809 1.24476 0.01 -0.07 0.04 0.209
H -1.66939 1.71975 1.49410 -0.04 -0.02 0.04 0.229
H -1.91988 -0.54920 3.50284 0.03 -0.02 -0.02 0.191
H -3.04789 0.78407 3.22880 0.04 0.04 0.03 0.198
H -3.53740 -1.55046 2.27807 0.22 -0.29 -0.29 0.386
H -5.70379 -0.90191 0.01303 0.01 -0.04 -0.03 0.236
H -4.38674 -2.10492 0.07340 0.03 -0.01 -0.04 0.215
H -4.33963 -0.73813 -1.07528 0.06 -0.07 0.01 0.247
H 0.21602 -0.07636 -1.16384 0.00 -0.05 0.04 0.225
H -0.97860 0.95598 -3.06042 -0.02 0.01 -0.07 0.193
H -0.37376 4.74350 -1.58040 -0.02 0.01 -0.01 0.195
H 0.81821 3.88560 0.39620 0.01 -0.02 -0.06 0.225
Cl 2.82704 -3.72354 -2.58027 0.05 -0.15 -0.08 -0.063
C 2.18916 -2.98138 -4.07214 0.03 0.05 -0.03 -0.383
C 1.15727 -1.92782 -3.76598 0.00 0.08 -0.01 -0.390
Cl -0.32439 -2.63874 -3.07023 -0.03 0.08 0.05 -0.064
H 1.77998 -3.77863 -4.68623 -0.03 -0.02 0.03 0.226
H 3.03015 -2.52657 -4.59214 0.02 0.01 0.03 0.228
H 0.87118 -1.41647 -4.68336 -0.02 -0.02 -0.01 0.228
H 1.53722 -1.19366 -3.05743 -0.01 -0.02 0.00 0.228
```
Forces are in eV/Å.

---

3.
A molecular structure, C48H40Cl2N5S2Ti, computed with ωB97M-V with the def2-TZVPD basis set.

Computed properties:
net charge	-1
spin multiplicity	1
relative energy (zero: lowest compared OMol25 entry of this formula, charge and spin)	266.8	kJ/mol
HOMO-LUMO gap	6.0	eV
LUMO energy	1.84	eV

```
98
Properties=species:S:1:pos:R:3:forces:R:3:mulliken_charge:R:1
Ti -0.03274 0.44222 1.10371 0.39 -1.60 0.11 -2.009
S 0.81906 -2.03078 -0.06519 0.10 0.08 -0.62 -0.042
C 2.53806 -2.54158 -0.22299 -0.16 0.20 0.23 -0.304
C 2.75556 -3.64188 -1.01979 0.35 -0.29 -0.16 -0.749
C 4.01476 -4.23748 -1.11159 -0.20 0.93 0.76 0.009
C 4.24196 -5.33568 -1.94679 0.09 -0.77 -0.64 -0.135
N 4.43866 -6.22558 -2.65009 -0.02 -0.14 -0.09 -0.632
C 5.06236 -3.70928 -0.30929 -1.16 0.49 -0.10 0.721
C 4.84886 -2.58708 0.45771 0.24 -0.51 -0.10 -1.159
C 3.59156 -1.93938 0.51691 -0.17 0.37 -0.05 1.608
S 3.44736 -0.52848 1.42531 0.27 0.20 0.25 -0.316
C 6.31056 -4.36648 -0.27579 0.83 -0.31 0.02 -0.147
N 7.32036 -4.91158 -0.22889 0.15 -0.05 0.00 -0.595
H 1.93296 -4.05758 -1.58389 -0.05 -0.08 -0.07 0.586
H 5.65306 -2.18498 1.06051 -0.05 0.00 -0.05 0.493
C 2.26316 2.70732 2.42351 -0.07 -0.04 0.06 -1.109
C 1.40396 2.44042 3.62391 -0.36 0.04 -0.17 1.118
C 1.91816 2.50662 4.90861 -0.10 0.05 0.02 -0.878
C 1.12856 2.19142 6.00251 0.03 0.02 0.04 -0.956
C -0.17884 1.78662 5.80841 0.06 0.02 0.00 -0.668
C -0.72354 1.69612 4.53541 0.06 0.03 -0.31 1.916
C -2.12554 1.17682 4.36291 0.09 0.06 -0.13 -1.681
C 0.07006 2.03982 3.43041 0.41 0.35 1.26 -1.236
N -0.41704 1.94552 2.12241 -0.18 0.14 0.07 1.644
C -1.42764 2.77082 1.68431 -0.98 0.85 -0.88 0.193
C -1.90934 3.93732 2.50811 0.10 -0.17 -0.20 -2.165
C -1.94174 2.45142 0.45531 -0.15 0.83 1.09 1.104
C -3.05904 3.28052 -0.13019 0.20 -0.15 0.07 -2.335
N -1.43014 1.34202 -0.17419 0.11 -0.04 -0.01 2.138
C -1.72064 1.24202 -1.54389 -0.23 -0.04 -0.78 -2.130
C -1.06544 2.08092 -2.46789 -0.01 -0.07 0.29 1.801
C -0.18814 3.20472 -1.99699 0.00 -0.09 0.13 -1.775
C -1.29024 1.91922 -3.82739 -0.10 0.01 -0.01 -1.098
C -2.24994 1.03752 -4.28739 -0.06 0.04 -0.09 -0.908
C -3.00834 0.33082 -3.37229 -0.12 0.19 -0.06 -0.801
C -2.73724 0.39242 -2.01579 0.07 0.21 0.22 2.161
C -3.59074 -0.38018 -1.05319 0.07 0.07 -0.06 -2.147
H 3.13026 3.30832 2.69141 0.08 0.01 -0.03 0.596
H 1.69396 3.21452 1.63731 0.15 -0.03 0.06 0.121
H 2.61216 1.74122 2.04091 0.06 0.19 -0.12 -0.142
H 2.95246 2.78972 5.05001 0.08 0.04 0.00 0.402
H 1.53686 2.23422 7.00321 0.04 0.01 0.04 0.358
H -0.79074 1.51122 6.65681 -0.06 -0.04 0.09 0.456
H -2.22774 0.22342 4.88101 -0.06 -0.06 0.03 0.434
H -2.36154 1.02422 3.30861 -0.07 0.02 0.14 -0.262
H -2.85034 1.87442 4.78551 -0.09 0.02 -0.01 0.436
H -1.31704 4.02042 3.41771 -0.07 0.10 0.01 0.373
H -2.95724 3.81522 2.79061 -0.07 0.06 0.08 0.345
H -1.82294 4.87512 1.95381 -0.03 0.06 0.02 0.476
H -3.91924 3.28712 0.54331 -0.03 0.06 0.01 0.453
H -3.38284 2.89142 -1.09269 -0.03 0.05 -0.03 0.381
H -2.73064 4.31242 -0.26249 -0.10 0.11 -0.06 0.378
H 0.21726 3.00412 -1.00389 0.03 0.07 -0.13 -0.093
H -0.77754 4.12152 -1.92599 -0.03 0.07 0.00 0.368
H 0.62426 3.37622 -2.70089 0.02 0.06 0.04 0.555
H -0.72024 2.51772 -4.52719 0.02 0.06 -0.05 0.421
H -2.42904 0.91292 -5.34609 -0.04 0.07 -0.08 0.458
H -3.83964 -0.26848 -3.71569 0.02 0.00 0.02 0.598
H -4.54924 -0.61798 -1.51149 -0.08 -0.04 0.00 0.458
H -3.76114 0.19292 -0.14099 -0.03 -0.06 0.01 0.467
H -3.11034 -1.31848 -0.77449 -0.01 -0.08 0.05 0.183
C -2.57364 -2.16518 -6.05209 -0.04 -0.04 -0.01 -0.611
C -1.20404 -1.96828 -6.10949 -0.01 -0.02 -0.16 -0.893
C -0.43454 -2.00858 -4.96009 0.06 -0.06 0.11 0.211
C -1.02764 -2.19358 -3.71179 -0.25 -0.06 -0.49 0.402
C -2.39284 -2.49538 -3.68799 0.16 -0.08 -0.04 -0.667
C -3.15784 -2.47688 -4.83539 -0.01 -0.12 -0.12 -0.593
C -0.35104 -2.22308 -2.41809 0.14 0.05 0.54 -0.963
C 0.50026 -1.42138 -1.74439 -0.34 -0.96 0.39 0.592
C 1.21586 -0.18598 -2.07019 0.30 0.46 -0.03 0.896
C 1.73146 0.62832 -1.04859 -0.38 0.07 -0.17 1.791
C 2.59546 1.67212 -1.32649 0.10 0.12 0.13 -0.818
C 2.92756 1.97482 -2.63559 -0.05 -0.09 0.13 -0.817
C 2.32676 1.26382 -3.66229 0.04 0.03 -0.07 -1.021
C 1.48466 0.20602 -3.38429 0.06 -0.13 0.16 -0.256
H -3.17564 -2.10418 -6.94789 -0.01 -0.06 -0.07 0.389
H -0.72474 -1.80438 -7.06479 0.04 0.02 -0.04 0.425
H 0.63986 -1.96128 -5.05249 0.06 0.11 0.05 0.696
H -2.86404 -2.71228 -2.74109 -0.03 -0.03 0.14 0.379
H -4.21474 -2.69588 -4.77659 -0.09 0.02 0.00 0.445
H -0.72224 -3.04968 -1.81519 0.15 0.00 -0.02 0.528
H 1.51506 0.42032 0.01581 1.43 -0.15 -1.13 -0.831
H 3.02256 2.23592 -0.50789 -0.02 -0.01 0.04 0.436
H 3.62646 2.76892 -2.85299 0.04 0.07 0.00 0.384
H 2.52836 1.52342 -4.69189 0.02 0.01 -0.09 0.447
H 1.02746 -0.32738 -4.19539 0.05 -0.06 -0.06 0.037
Cl 2.10326 -1.10418 5.04711 0.15 0.01 0.04 -0.195
C 0.64036 -1.83778 4.50101 -0.05 0.35 -0.53 0.297
C 0.08506 -2.87618 5.20771 -0.25 -0.22 0.06 -0.419
C -1.09884 -3.47808 4.79191 0.02 0.09 -0.04 -0.656
C -1.75724 -2.99488 3.66531 -0.11 -0.12 0.10 -0.841
C -1.19814 -1.94898 2.97781 0.88 0.14 0.36 0.516
Cl -1.94684 -1.21418 1.58271 -0.30 -0.11 -0.01 -0.045
C 0.05636 -1.33388 3.30011 -0.98 -1.87 1.52 -0.577
N 0.54186 -0.42658 2.51501 0.13 1.16 -0.87 1.288
H 0.58256 -3.22418 6.09991 0.08 -0.04 0.07 0.450
H -1.50064 -4.31458 5.34251 -0.07 -0.03 0.04 0.372
H -2.68884 -3.43518 3.34141 -0.08 0.00 -0.06 0.484
```
Forces are in eV/Å.

---

Number 1: strongest force on any atom 0.04474 Eh/bohr. Number 2: strongest force on any atom 0.01344 Eh/bohr. Number 3: strongest force on any atom 0.05055 Eh/bohr.